[1]
Entry from the Open Molecules 2025 dataset: a cluster of 8 separate species, C48H48O16 in total (wB97M-V/def2-TZVPD).

**Net charge**: 0
**SMILES**: Oc1ccc(O)cc1.Oc1ccc(O)cc1.Oc1ccc(O)cc1.Oc1ccc(O)cc1.Oc1ccc(O)cc1.Oc1ccc(O)cc1.Oc1ccc(O)cc1.Oc1ccc(O)cc1
**Energy**: -83311.4414 eV
**Energy relative to the best compared isomer or geometry (same formula, charge and spin)**: 1.364 eV
**Kohn-Sham gap**: 0.314 Eh

Atoms and positions in Å:
1 O -0.88329 2.40961 4.03233
2 C -2.24128 2.19526 3.67440
3 C -3.05976 1.57475 4.61844
4 C -4.38801 1.29727 4.25565
5 C -4.73909 1.45076 2.89403
6 O -5.99460 0.99037 2.56995
7 C -3.88476 2.10146 2.01317
8 C -2.64715 2.48143 2.38840
9 H -0.40654 2.36687 3.18938
10 H -2.79269 1.22809 5.58187
11 H -5.03680 0.77984 4.92560
12 H -6.45659 1.57603 1.98625
13 H -4.30929 2.26894 1.01297
14 H -2.04401 2.97713 1.70040
15 O -3.71162 -4.09570 -4.23288
16 C -3.27089 -2.77326 -4.11893
17 C -2.18026 -2.60098 -3.30917
18 C -1.67418 -1.34379 -3.01087
19 C -2.28446 -0.14705 -3.58826
20 O -1.99814 1.07535 -3.07778
21 C -3.43221 -0.32989 -4.45970
22 C -3.84455 -1.65693 -4.73426
23 H -4.46727 -4.11484 -4.72041
24 H -1.77262 -3.49738 -2.82705
25 H -0.76147 -1.20512 -2.45794
26 H -1.05995 1.11274 -2.81069
27 H -4.05657 0.40711 -4.83624
28 H -4.68514 -1.81845 -5.43897
29 O -0.15730 1.24396 1.32873
30 C 0.84259 0.59109 0.49817
31 C 2.08598 1.27926 0.52143
32 C 3.19504 0.68485 -0.00891
33 C 3.12074 -0.57840 -0.59476
34 O 4.24437 -1.12638 -0.99585
35 C 1.87413 -1.14713 -0.76891
36 C 0.74486 -0.57045 -0.21312
37 H -0.99108 0.83727 1.28040
38 H 2.17055 2.07443 1.29205
39 H 4.13510 1.12468 0.23849
40 H 4.11500 -2.05848 -1.13672
41 H 1.76016 -2.10996 -1.29362
42 H -0.25384 -1.03093 -0.31932
43 O 1.60637 5.40687 -0.84922
44 C 2.78674 4.75561 -0.98490
45 C 3.68638 4.77160 0.07055
46 C 4.87557 4.03879 -0.08234
47 C 5.22802 3.31185 -1.24212
48 O 6.30611 2.53476 -1.27000
49 C 4.30469 3.38105 -2.26978
50 C 3.14828 4.08659 -2.15852
51 H 1.18590 5.48347 -1.72887
52 H 3.41702 5.35105 0.98074
53 H 5.63685 4.19142 0.71875
54 H 6.17473 1.76604 -0.68952
55 H 4.42394 2.75728 -3.14459
56 H 2.54698 4.03855 -3.07735
57 O 7.53521 -7.92454 0.67655
58 C 6.55073 -6.94924 0.46689
59 C 5.29763 -7.15556 0.89151
60 C 4.25679 -6.16949 0.69408
61 C 4.59389 -4.94311 0.13137
62 O 3.72046 -3.95781 -0.12783
63 C 5.92676 -4.78566 -0.37818
64 C 6.85569 -5.75513 -0.16630
65 H 8.22998 -7.68979 0.03874
66 H 5.05379 -8.10326 1.32517
67 H 3.21762 -6.31684 0.98539
68 H 2.96593 -4.01824 0.44932
69 H 6.05783 -3.86448 -0.91763
70 H 7.81928 -5.49212 -0.45727
71 O 0.06447 2.96218 -1.90487
72 C -0.95125 3.79259 -1.57843
73 C -1.10331 4.40971 -0.32577
74 C -2.25143 5.19749 -0.14120
75 C -3.25562 5.35012 -1.08932
76 O -4.39655 6.13577 -0.79299
77 C -3.03956 4.77986 -2.33170
78 C -1.87299 4.00786 -2.56361
79 H 0.72209 2.95554 -1.20755
80 H -0.32850 4.31531 0.41739
81 H -2.25195 5.77430 0.72136
82 H -4.11150 6.84963 -0.19362
83 H -3.61093 4.89357 -3.21856
84 H -1.83385 3.40787 -3.48013
85 O 1.76234 -3.88293 1.88722
86 C 1.46350 -2.73803 2.63315
87 C 0.21736 -2.26361 2.77636
88 C -0.13043 -1.04921 3.44618
89 C 0.86081 -0.41275 4.17474
90 O 0.73709 0.62638 5.03458
91 C 2.15685 -0.86314 3.94932
92 C 2.44134 -1.97686 3.26134
93 H 1.60307 -4.61312 2.46087
94 H -0.62134 -2.87302 2.40590
95 H -1.11395 -0.66445 3.34866
96 H 0.03708 1.17534 4.69823
97 H 2.92821 -0.24522 4.42595
98 H 3.48086 -2.17170 3.14777
99 O -5.92301 -3.61742 -0.97572
100 C -5.08757 -2.50192 -0.76709
101 C -3.91560 -2.61520 0.01280
102 C -3.08362 -1.57327 0.26086
103 C -3.35517 -0.36948 -0.34344
104 O -2.45281 0.66843 -0.22752
105 C -4.58207 -0.18696 -0.93297
106 C -5.46070 -1.25995 -1.21768
107 H -6.41650 -3.45810 -1.78577
108 H -3.69399 -3.59235 0.43014
109 H -2.22322 -1.85028 0.86934
110 H -2.40675 1.12067 -1.09932
111 H -4.88352 0.80674 -1.32407
112 H -6.32965 -1.12350 -1.79324

Atoms 1-6, force components in eV/Å:
-1.132 0.152 -0.635
1.521 -0.581 1.236
-1.486 0.302 -1.354
1.509 -0.190 -1.877
-0.501 0.425 1.818
0.375 -0.484 0.315


[2]
Entry from the Open Molecules 2025 dataset: a structure of composition C48H49BrCaN6O9P4S (wB97M-V/def2-TZVPD).

**Net charge**: 0
**Energy**: -214424.8666 eV
**Energy relative to the best compared isomer or geometry (same formula, charge and spin)**: 1.073 eV
**Kohn-Sham gap**: 0.266 Eh

Atoms and positions in Å:
1 Ca 0.18679 0.12112 0.06700
2 O -0.52957 1.78510 2.77892
3 N -0.79138 2.19621 1.47835
4 C -0.92918 3.45607 1.43347
5 C -1.36897 4.26434 0.27381
6 C -2.11102 5.38523 0.66239
7 C -2.63629 6.27480 -0.25756
8 C -2.40404 6.06564 -1.60509
9 C -1.64423 4.97828 -2.00585
10 C -1.11192 4.06501 -1.09614
11 P -0.04247 2.70911 -1.72966
12 C -0.55717 2.57725 -3.48400
13 C -1.56808 1.66382 -3.77912
14 C -2.01653 1.49648 -5.08174
15 C -1.45861 2.24175 -6.11021
16 C -0.45462 3.15659 -5.82771
17 C -0.00840 3.32474 -4.52551
18 C 1.58184 3.52172 -1.90501
19 C 1.90972 4.71378 -1.27232
20 C 3.18147 5.25489 -1.41229
21 C 4.13226 4.61227 -2.19014
22 C 3.81463 3.41190 -2.81374
23 C 2.55283 2.86353 -2.65990
24 H -0.00607 0.95458 2.69249
25 H -0.79524 4.00154 2.36667
26 H -2.28454 5.54923 1.71903
27 H -3.21388 7.12502 0.08054
28 H -2.79532 6.74984 -2.34672
29 H -1.45567 4.84013 -3.06138
30 H -1.99049 1.06850 -2.97867
31 H -2.79271 0.77258 -5.29728
32 H -1.80121 2.10541 -7.12781
33 H -0.01382 3.74305 -6.62374
34 H 0.77731 4.04080 -4.32134
35 H 1.17903 5.22780 -0.66081
36 H 3.42383 6.18514 -0.91402
37 H 5.11930 5.04213 -2.30611
38 H 4.55325 2.88986 -3.40862
39 H 2.32805 1.91010 -3.12650
40 O 4.30199 1.77329 0.13300
41 P 2.88333 1.18992 0.55704
42 O 1.88623 2.20363 0.97146
43 O 2.40072 0.31430 -0.60554
44 O 3.24391 0.18013 1.74872
45 P 2.27278 -1.09997 2.16856
46 O 2.43120 -2.00409 0.82615
47 O 2.73875 -1.73960 3.39189
48 O 0.85980 -0.51258 2.10164
49 H 4.52981 2.57744 0.60958
50 H 2.46790 -1.32328 0.11248
51 C -4.14990 -0.52355 -2.52403
52 N -4.32290 0.38444 -1.40778
53 C -3.31611 0.68046 -0.54423
54 N -3.64258 1.44798 0.52220
55 O -2.16907 0.25575 -0.71636
56 H -4.11168 0.00854 -3.47571
57 H -4.96580 -1.24474 -2.55264
58 H -3.21774 -1.06682 -2.38288
59 H -5.20717 0.84610 -1.28809
60 H -4.59597 1.64196 0.76715
61 H -2.92025 1.62237 1.20332
62 Br -0.52714 -4.98100 -4.93998
63 C -0.34472 -3.68537 -3.58231
64 C -0.27844 -4.07598 -2.25573
65 C -0.16177 -3.08588 -1.29671
66 N -0.10318 -1.78728 -1.58803
67 C -0.11917 -1.44139 -2.87299
68 C -0.26179 -2.34560 -3.91154
69 H -0.31389 -5.11626 -1.96808
70 H -0.12052 -3.34530 -0.24689
71 H -0.01453 -0.38553 -3.09754
72 H -0.27076 -2.00583 -4.93632
73 C -3.59905 0.44684 5.28643
74 C -2.25725 0.09505 5.22814
75 C -1.79781 -0.74098 4.22447
76 C -2.67437 -1.24584 3.26162
77 C -4.01859 -0.89230 3.33021
78 C -4.47737 -0.05171 4.33693
79 P -1.91547 -2.26438 1.93817
80 C -3.31010 -3.22331 1.23630
81 C -3.36731 -4.61493 1.28289
82 C -4.37945 -5.30734 0.63044
83 C -5.35679 -4.62470 -0.07570
84 C -5.30340 -3.23902 -0.14251
85 C -4.28073 -2.55206 0.49088
86 C -1.05711 -3.51216 2.95118
87 C -1.64457 -4.09363 4.07720
88 C -0.95841 -5.04361 4.81109
89 C 0.32716 -5.42082 4.43363
90 C 0.92037 -4.84725 3.32345
91 C 0.22642 -3.89680 2.58354
92 H -3.95669 1.10094 6.07136
93 H -1.55976 0.47548 5.96312
94 H -0.74611 -1.00376 4.18615
95 H -4.72803 -1.29086 2.61717
96 H -5.53019 0.19953 4.38432
97 H -2.61904 -5.16981 1.83335
98 H -4.40098 -6.38864 0.68124
99 H -6.14946 -5.16701 -0.57465
100 H -6.05718 -2.69181 -0.69612
101 H -4.23731 -1.47493 0.39818
102 H -2.64240 -3.79504 4.37809
103 H -1.41908 -5.48664 5.68503
104 H 0.86840 -6.15276 5.01956
105 H 1.92953 -5.11143 3.03776
106 H 0.71361 -3.43409 1.73501
107 C 5.61314 -1.89413 -5.41829
108 N 5.43151 -1.08866 -4.23166
109 C 6.25156 -0.04554 -3.82762
110 C 5.73112 0.45039 -2.68479
111 N 4.61292 -0.29902 -2.40134
112 C 4.40929 -1.24327 -3.34977
113 S 3.14402 -2.34314 -3.39077
114 H 6.67614 -2.06635 -5.57702
115 H 5.18604 -1.39843 -6.29108
116 H 5.10034 -2.84071 -5.26535
117 H 7.12898 0.23325 -4.38246
118 H 6.04514 1.25919 -2.05136
119 H 3.89323 -0.10164 -1.70848

Atoms 1-6, force components in eV/Å:
-1.395 0.369 -0.493
0.022 0.027 -0.075
0.249 -0.153 0.085
-0.074 -0.072 -0.057
-0.023 0.088 0.045
-0.027 -0.008 -0.039